Here is one molecule with the formula C3H4N4 at a distorted geometry from OMol25. Energies are from wB97M-V/def2-TZVPD.

The geometry in XYZ format:
```
11
Properties=species:S:1:pos:R:3:forces:R:3
N -0.589 -1.240 1.103 -2.2043 -0.6942 4.1201
C -0.178 -0.319 0.228 3.3924 -1.6944 -4.1820
C -0.156 1.022 0.404 -2.3203 1.0476 3.2567
N 0.355 2.031 -0.239 -0.2512 0.9516 -2.3403
N 0.740 1.823 -1.516 -0.3038 -2.3909 2.4870
N 0.800 0.523 -1.808 0.9532 0.4898 -1.0861
C 0.571 -0.522 -1.004 -1.4099 1.8510 0.7543
H -1.007 -0.911 2.091 1.3407 -0.8585 -3.3582
H -0.672 -2.269 0.978 0.3575 1.6437 -0.3995
H -0.804 1.251 1.249 0.5727 0.9681 0.6061
H 0.940 -1.388 -1.487 -0.1269 -1.3138 0.1419
```
Forces are in eV/Å.

Values from the calculation:
ΔE to the lowest compared entry with this formula, charge and spin: 88.86 kcal/mol
HOMO energy: -0.33282 hartree
E: -9133.00426 eV
SMILES string: Nc1cnnnc1
LUMO level: 0.398 eV


Here is C33H84N4O11 as an isolated structure at a distorted geometry from OMol25. Energies are from wB97M-V/def2-TZVPD.

The geometry in XYZ format:
```
132
Properties=species:S:1:pos:R:3:forces:R:3
C -8.077 -35.062 -6.702 1.0621 1.4027 -0.3076
C -8.323 -35.592 -8.091 -2.6050 0.2189 -0.9124
C -9.881 -35.546 -8.423 2.3258 0.5060 1.8190
O -7.681 -34.786 -9.096 0.0742 -1.0821 0.4928
H -8.810 -35.390 -5.965 0.8898 -0.1821 -0.7879
H -7.983 -33.976 -6.702 -0.7886 0.3535 -0.2543
H -7.060 -35.291 -6.384 0.0192 -0.5458 0.0813
H -8.087 -36.653 -8.009 0.7397 -0.1941 -0.9966
H -10.299 -35.946 -9.347 0.7006 -0.2230 -0.0729
H -10.128 -34.486 -8.363 0.1446 -0.3336 0.2854
H -10.380 -35.979 -7.557 0.4975 -0.0423 -0.5172
H -6.735 -34.929 -9.016 0.2268 0.1096 -0.0867
C -9.748 -30.937 -4.636 1.0479 -1.4637 0.7168
C -9.842 -30.944 -6.131 -1.3695 0.6415 0.7520
C -11.030 -30.277 -6.632 -2.4944 1.0991 -1.0886
O -8.732 -30.319 -6.700 1.3558 -0.9806 -0.6984
H -9.332 -30.055 -4.150 -0.0386 0.1340 -0.4050
H -9.038 -31.756 -4.519 0.3610 0.0397 0.8778
H -10.642 -31.252 -4.098 0.1963 -0.0667 -0.4715
H -10.102 -31.970 -6.390 1.8221 -0.1656 -0.7589
H -11.091 -29.240 -6.304 -0.0973 0.2395 -0.1874
H -11.970 -30.761 -6.369 -0.0581 -0.1160 0.6418
H -11.089 -30.355 -7.718 0.4072 0.4444 -0.2055
H -8.758 -29.386 -6.478 -0.1365 0.0595 0.0773
C -10.659 -34.099 -5.198 -1.0933 1.6093 0.1216
C -11.030 -34.309 -3.739 -2.1261 -1.1437 -0.6672
C -12.575 -34.665 -3.541 8.9346 1.6648 -3.8857
O -10.309 -35.423 -3.285 0.8501 1.1507 3.1732
H -11.306 -34.571 -5.938 0.1103 -0.6652 0.3075
H -9.622 -34.316 -5.455 -0.8334 0.8648 0.6694
H -10.895 -33.052 -5.389 0.2778 -0.0122 -0.0407
H -10.855 -33.483 -3.050 0.6162 0.3172 -1.1180
H -12.772 -35.107 -2.564 1.6574 0.8726 -1.9861
H -13.005 -35.284 -4.328 1.3675 0.6359 -0.2330
H -13.120 -33.721 -3.538 6.4357 1.0090 -4.3860
H -9.889 -35.123 -2.475 0.2333 -0.2927 0.2452
C -11.592 -33.718 -1.042 -1.2099 0.4286 0.9515
O -11.084 -32.431 -1.296 -0.8294 -1.1680 -2.2728
C -10.642 -31.753 -0.200 -0.2722 1.1416 0.9270
C -11.796 -31.064 0.596 1.3901 -0.5419 1.5975
N -12.571 -30.076 -0.071 0.9172 0.8137 -1.3494
C -11.822 -28.801 -0.403 -0.6936 -2.1925 2.1376
C -12.601 -28.074 -1.380 -0.8923 0.8156 -2.3680
O -12.867 -28.834 -2.617 0.8586 0.7533 1.0298
C -11.778 -29.582 -3.217 -2.2716 0.9481 0.0444
H -12.084 -34.124 -1.926 0.9596 0.9914 1.3280
H -12.391 -33.619 -0.307 -0.0019 -0.2832 0.4802
H -10.850 -34.432 -0.685 0.3148 0.0676 0.2002
H -10.006 -30.991 -0.649 0.3880 0.1565 0.5351
H -10.072 -32.470 0.392 0.2711 0.3828 0.6309
H -11.327 -30.586 1.456 0.0765 -0.1960 0.3878
H -12.513 -31.794 0.973 0.2240 -0.3229 0.1356
H -12.675 -30.566 -0.948 -0.9968 0.5446 -0.7791
H -10.779 -28.980 -0.666 0.0704 0.0205 -0.4509
H -11.791 -28.190 0.498 0.0148 -0.0405 0.2436
H -12.138 -27.091 -1.462 0.7306 0.1175 -1.2162
H -13.584 -27.714 -1.076 -0.2584 -0.9345 0.4411
H -11.033 -28.906 -3.636 0.3227 -0.2275 0.5030
H -12.290 -30.040 -4.063 0.1080 0.0367 -0.1554
H -11.469 -30.431 -2.608 0.5599 0.4875 0.3028
C -11.755 -33.685 -10.139 -0.4583 0.3707 0.5880
O -13.055 -34.098 -9.665 0.1301 -0.1422 1.3038
C -13.390 -33.742 -8.280 0.6520 -0.3183 -0.3074
C -13.491 -34.982 -7.312 -0.8988 1.6447 -1.2841
N -12.334 -35.795 -7.461 -0.5576 -1.3727 0.6875
C -12.300 -37.018 -6.633 -1.8944 -0.4940 0.1235
C -13.598 -37.890 -6.642 1.0614 0.3820 -1.0523
O -13.638 -38.587 -7.906 0.0200 1.2460 1.4711
C -14.870 -39.177 -8.148 -0.6358 -0.0024 -1.2287
H -11.486 -34.259 -11.027 -0.4763 0.1538 -0.1709
H -10.936 -33.875 -9.445 -0.7754 0.3322 -0.1951
H -11.788 -32.612 -10.325 0.0978 0.0678 -0.3856
H -14.292 -33.131 -8.256 -0.5349 -0.5286 -0.3430
H -12.687 -33.017 -7.871 0.7788 -0.2381 -0.1088
H -14.438 -35.482 -7.511 -0.2033 -0.1952 -0.2039
H -13.602 -34.560 -6.312 0.2773 -0.0530 0.2588
H -12.261 -36.069 -8.430 -0.0942 0.0382 -0.1684
H -12.108 -36.782 -5.587 -0.5313 0.5683 -0.1193
H -11.466 -37.677 -6.875 -0.3236 0.1963 -0.8550
H -14.455 -37.227 -6.530 -0.2596 -0.1229 -0.0550
H -13.628 -38.615 -5.829 0.2212 -0.0678 0.1987
H -14.778 -39.418 -9.207 -0.2731 -1.1683 0.1845
H -15.765 -38.555 -8.169 0.1596 1.1037 0.3962
H -15.164 -39.948 -7.435 0.5162 -0.6665 -0.2181
C -2.581 -36.603 -1.603 1.6719 -0.6741 0.8343
O -3.813 -37.125 -1.212 -1.7141 0.7876 0.0029
C -5.026 -36.613 -1.868 1.2218 -1.5082 -0.1669
C -4.948 -36.942 -3.384 -2.3834 0.2154 0.1056
N -5.756 -38.162 -3.768 1.3911 -0.6100 1.3133
C -6.469 -38.181 -4.986 0.0381 0.6784 -1.2779
C -7.669 -37.292 -5.044 -2.0799 -0.6608 -0.9302
O -8.824 -37.965 -4.481 0.5753 -0.3770 0.4974
C -10.034 -37.257 -4.701 0.8254 0.5134 -1.1479
H -2.357 -35.538 -1.661 -1.1831 0.4714 -0.6040
H -2.121 -37.156 -2.421 -0.2890 0.2489 -0.5597
H -1.889 -36.820 -0.790 -0.0815 -0.4693 0.3786
H -5.230 -35.598 -1.528 0.4417 0.4171 -0.6670
H -5.870 -37.172 -1.464 0.2614 -0.3192 0.2335
H -3.899 -36.942 -3.680 -0.1429 -0.6324 -0.1950
H -5.425 -36.132 -3.938 0.1706 0.5126 -0.0618
H -6.448 -38.527 -3.129 0.6619 0.4985 1.1356
H -6.890 -39.156 -5.234 0.3652 -0.4170 0.3302
H -5.800 -37.948 -5.815 0.0665 0.2018 -0.1765
H -7.961 -37.186 -6.089 0.4196 -0.0212 -0.0958
H -7.563 -36.277 -4.662 0.1350 -0.2144 0.5601
H -10.577 -37.366 -5.639 1.4735 -1.3989 0.4108
H -9.780 -36.198 -4.740 -0.0845 -0.9979 -0.1307
H -10.734 -37.371 -3.873 0.3003 -0.4994 -0.1508
C -17.208 -36.425 4.025 1.2330 -0.9225 -1.2826
O -16.513 -36.811 2.772 0.6531 0.0284 1.7879
C -17.256 -36.814 1.617 -0.9836 0.6021 -2.2549
C -16.599 -37.431 0.316 1.2682 0.8910 2.2332
N -15.611 -36.539 -0.350 -1.3480 0.0560 -0.6582
C -14.857 -37.262 -1.369 0.2302 0.3648 0.1422
C -13.780 -36.490 -2.180 -1.3205 -1.3179 -0.4996
O -14.315 -35.832 -3.332 -3.9473 -0.5941 1.8081
C -14.644 -34.468 -3.138 -5.9741 0.5925 1.9040
H -16.723 -37.049 4.776 -0.3356 -0.1561 0.0336
H -18.274 -36.638 3.946 0.0243 0.1041 0.0765
H -16.989 -35.403 4.335 -0.2412 0.2387 -0.5427
H -17.515 -35.794 1.333 -0.2132 0.4149 -0.0299
H -18.207 -37.332 1.743 -0.1815 -0.2857 0.1906
H -17.397 -37.803 -0.326 0.0369 0.5578 -0.3740
H -16.099 -38.326 0.685 0.2995 -0.4411 -0.0518
H -15.120 -35.850 0.202 -0.0325 -0.5201 0.3005
H -15.598 -37.599 -2.094 0.1354 -0.2836 -0.1336
H -14.440 -38.127 -0.855 0.5615 -0.4347 -0.4158
H -13.051 -37.070 -2.745 0.0452 -1.2676 0.8701
H -13.114 -35.862 -1.587 -0.8204 -0.2305 1.1272
H -15.317 -34.271 -2.304 -0.6012 -0.6751 0.1416
H -15.136 -34.068 -4.024 -0.0032 -0.2849 -0.2439
H -13.726 -33.892 -3.020 -7.0367 -0.5781 4.2392
```
Forces are in eV/Å.

Values from the calculation:
ΔE to the lowest compared entry with this formula, charge and spin: 361.15 kcal/mol
HOMO energy: -0.30741 hartree
E: -64044.40211 eV
LUMO level: 0.319 eV


Here is one molecule with the formula C20H32ClN3O2S from OMol25. Energies are from wB97M-V/def2-TZVPD.

The geometry in XYZ format:
```
59
Properties=species:S:1:pos:R:3:forces:R:3
C 0.266 1.435 -7.448 -0.0002 0.0011 0.0083
C -1.032 1.125 -6.715 -0.0063 -0.0055 -0.0067
C -0.859 1.090 -5.201 -0.0360 0.1872 0.0060
C -2.161 0.759 -4.478 0.0401 -0.3559 0.0004
C -2.094 0.757 -2.944 0.0620 0.3448 -0.0043
C -0.737 0.373 -2.371 -0.0583 -0.2133 0.0053
N -0.798 0.351 -0.919 -0.0415 -0.0415 -0.0121
C 0.133 -0.291 -0.175 0.0637 0.1836 0.0153
O 1.022 -0.962 -0.660 -0.0232 -0.0709 0.0142
C 0.016 -0.024 1.336 0.0254 -0.0322 -0.0184
C 0.970 1.118 1.647 -0.0019 -0.0241 -0.0192
C 2.338 0.922 1.504 0.0052 0.0225 -0.0051
C 3.236 1.953 1.759 -0.0192 -0.0117 0.0008
C 4.715 1.727 1.606 -0.0023 0.0065 -0.0012
C 2.743 3.193 2.157 0.0029 0.0019 0.0029
C 1.379 3.378 2.296 0.0047 -0.0092 0.0000
Cl 0.775 4.931 2.798 -0.0001 0.0003 0.0008
C 0.482 2.353 2.047 0.0031 -0.0017 -0.0132
N 0.334 -1.207 2.117 -0.0368 0.0166 0.1132
C 0.294 -0.879 3.545 0.0751 -0.0655 -0.0065
C 0.371 -2.078 4.495 -0.0287 0.0709 -0.0166
C -0.994 -2.574 4.967 0.0702 -0.1141 0.0222
S -1.927 -3.509 3.772 -0.0045 -0.0947 0.0307
N -1.138 -4.773 3.469 -0.0357 0.0362 0.1001
O -3.305 -3.554 4.225 -0.0052 -0.0205 -0.0150
C -1.859 -2.476 2.320 0.0041 -0.0536 -0.1327
C -0.440 -2.384 1.734 -0.0067 0.0654 -0.0399
H 0.122 1.457 -8.528 -0.0010 -0.0002 -0.0006
H 0.663 2.407 -7.145 0.0009 -0.0001 -0.0011
H 1.028 0.685 -7.228 0.0002 0.0005 0.0007
H -1.791 1.870 -6.974 0.0005 0.0005 0.0005
H -1.424 0.160 -7.052 -0.0018 0.0013 0.0013
H -0.093 0.351 -4.948 0.0012 0.0045 0.0005
H -0.475 2.060 -4.864 -0.0040 0.0006 0.0006
H -2.944 1.450 -4.801 0.0024 0.0023 0.0025
H -2.481 -0.232 -4.816 -0.0011 0.0011 -0.0026
H -2.339 1.760 -2.574 0.0062 0.0023 0.0020
H -2.856 0.087 -2.540 -0.0007 -0.0018 -0.0026
H -0.430 -0.621 -2.700 -0.0090 0.0084 -0.0141
H 0.035 1.070 -2.703 0.0105 0.0001 0.0175
H -1.459 0.953 -0.458 0.0080 -0.0004 0.0093
H -1.009 0.335 1.547 -0.0191 -0.0061 0.0043
H 2.693 -0.050 1.183 -0.0047 -0.0036 -0.0015
H 5.274 2.653 1.732 0.0007 -0.0026 -0.0012
H 5.075 1.011 2.347 -0.0002 -0.0002 0.0016
H 4.944 1.319 0.622 -0.0004 0.0003 0.0008
H 3.418 4.014 2.360 -0.0008 0.0018 0.0003
H -0.580 2.521 2.175 -0.0020 0.0001 -0.0015
H 1.130 -0.209 3.746 -0.0041 -0.0182 -0.0087
H -0.616 -0.300 3.792 -0.0109 0.0016 -0.0018
H 0.952 -2.896 4.067 -0.0147 -0.0008 -0.0382
H 0.912 -1.759 5.388 -0.0119 0.0096 -0.0032
H -0.905 -3.284 5.791 0.0176 0.0565 0.0247
H -1.635 -1.749 5.279 -0.0078 0.0204 -0.0067
H -1.705 -5.608 3.556 -0.0073 0.0143 -0.0226
H -2.535 -3.007 1.647 0.0060 0.0585 -0.0287
H -2.304 -1.511 2.564 0.0024 0.0162 0.0130
H -0.496 -2.403 0.648 -0.0239 -0.0017 0.0019
H 0.100 -3.289 2.006 0.0187 0.0124 0.0240
```
Forces are in eV/Å.

Values from the calculation:
ΔE to the lowest compared entry with this formula, charge and spin: 5.34 kcal/mol
HOMO energy: -0.32942 hartree
E: -53181.77290 eV
SMILES string: CCCCCCNC(=O)[C@H](c1cc(C)cc(Cl)c1)N1CCC[S@@](=N)(=O)CC1
LUMO level: 0.432 eV


Here is an isolated ion of composition C2H5N2O2S and charge +1 at a distorted geometry from OMol25. Energies are from wB97M-V/def2-TZVPD.

The geometry in XYZ format:
```
12
Properties=species:S:1:pos:R:3:forces:R:3
C 1.120 0.933 0.458 -1.4284 -2.6029 -4.0343
C 0.055 1.610 -0.020 4.0852 -1.2964 1.9737
N -0.792 2.150 -0.549 -2.2606 2.1728 -1.4457
N -0.988 -1.071 0.466 -1.6242 -4.5274 -1.0892
O 2.322 -1.376 0.209 -0.1227 -0.1877 0.1115
O -0.336 -1.502 -0.807 0.0818 -1.1737 0.9755
S 1.476 -0.516 -0.566 1.5923 2.3402 0.3659
H 1.660 1.006 1.316 1.1755 0.4818 2.3894
H -1.656 2.598 -0.390 -1.1802 0.2448 -0.3436
H -0.839 -0.125 0.453 0.2530 2.5540 0.0773
H -1.961 -1.221 0.164 0.1893 0.1105 0.6448
H -0.061 -2.487 -0.734 -0.7609 1.8841 0.3747
```
Forces are in eV/Å.

Values from the calculation:
Charge: +1
ΔE to the lowest compared entry with this formula, charge and spin: 82.91 kcal/mol
HOMO energy: -0.53854 hartree
E: -20052.45036 eV
LUMO level: -5.640 eV


- Which of these has the lowest E?
  C33H84N4O11


- Among the records above, which one has the lowest HOMO energy?
  C2H5N2O2S